Model P:
{
  "formula": "C2H4O2S2",
  "method": "the ωB97M-V functional and the def2-TZVPD basis",
  "homo_ev": -9.5,
  "charge": 0,
  "molar_mass_g_mol": 124.2,
  "homo_lumo_gap_ev": 9.2,
  "spin_multiplicity": 1,
  "elements": ["C", "C", "O", "O", "S", "S", "H", "H", "H", "H"],
  "coordinates": [[0.1402, -0.6323, -0.1584], [0.6175, 0.3638, 0.7555], [0.7641, -1.7008, -0.6276], [-0.6930, 0.1461, -1.5739], [-0.7798, -2.0324, 0.0525], [-0.7686, 1.4178, 1.3089], [1.4387, 1.0146, 0.4667], [0.9393, -0.1183, 1.7180], [-0.1089, 0.0849, -2.2456], [-1.5495, 1.4566, 0.3040]]
}


Model Q:
{
  "formula": "C2H4O2S2",
  "method": "the ωB97M-V functional and the def2-TZVPD basis",
  "homo_ev": -9.5,
  "charge": 0,
  "molar_mass_g_mol": 124.2,
  "smiles": "C[S@](=O)(=S)C=O",
  "homo_lumo_gap_ev": 9.5,
  "spin_multiplicity": 1,
  "elements": ["C", "S", "O", "S", "C", "O", "H", "H", "H", "H"],
  "coordinates": [[0.4357, 0.9125, 0.1923], [-1.1525, 0.0628, -0.4107], [-1.5006, 0.6624, -1.6763], [-2.5240, -0.2498, 0.9002], [-0.8921, -1.7947, -0.5055], [0.1786, -2.2540, -0.2032], [0.8594, 1.8111, -0.4367], [0.4585, 1.2616, 1.2793], [0.9533, -0.0974, 0.2070], [-1.9077, -2.2394, -0.7733]]
}


Result of the stability comparison: model P is the least stable of them.


Model P:
{
  "formula": "C5H8N2O2",
  "method": "the ωB97M-V functional and the def2-TZVPD basis",
  "homo_ev": -8.2,
  "charge": 0,
  "molar_mass_g_mol": 128.1,
  "homo_lumo_gap_ev": 8.2,
  "spin_multiplicity": 1,
  "elements": ["C", "C", "C", "C", "C", "N", "N", "O", "O", "H", "H", "H", "H", "H", "H", "H", "H"],
  "coordinates": [[0.2351, -2.1438, 1.2223], [-0.7859, -0.5261, -0.5424], [0.4473, -0.7863, 1.7340], [0.9628, 0.2331, 0.7919], [0.3345, 1.5777, -1.2244], [0.1071, 0.3759, -0.3437], [-1.7643, -0.3820, -1.5877], [-1.3995, -0.9394, -2.6207], [-2.8178, 0.2169, -1.3327], [-0.3560, -2.6493, 1.8998], [-0.3375, -0.4719, 2.4472], [1.2688, -1.2590, 2.4908], [0.9782, 1.2697, 1.2323], [1.9792, 0.0815, 0.4006], [0.2989, 1.1142, -2.3333], [-0.4909, 2.2932, -1.2344], [1.3400, 1.9956, -0.9997]]
}


Model Q:
{
  "formula": "C5H8N2O2",
  "method": "the ωB97M-V functional and the def2-TZVPD basis",
  "homo_ev": -7.9,
  "charge": 0,
  "molar_mass_g_mol": 128.1,
  "homo_lumo_gap_ev": 8.3,
  "spin_multiplicity": 1,
  "elements": ["C", "C", "C", "C", "C", "H", "H", "H", "H", "H", "H", "H", "H", "N", "N", "O", "O"],
  "coordinates": [[-2.0898, 0.4092, 0.3961], [-0.6874, -0.1399, 0.1709], [-0.2152, -1.3577, 0.0626], [1.5619, -0.3401, 0.0510], [0.4908, 0.5743, 0.1471], [-3.9862, 0.7331, -0.2357], [-3.1486, -0.6002, -1.1625], [-2.0327, 1.5078, -0.0648], [-2.3655, 0.6935, 1.4119], [-0.8899, -2.3040, 0.0286], [2.8032, 1.0428, -0.1253], [-0.0362, 2.3545, -0.9272], [0.6822, 2.5819, 0.7013], [-3.3193, -0.2768, -0.2750], [0.8466, 2.0627, -0.2297], [1.0759, -1.6140, -0.0934], [2.9143, -0.0591, -0.0391]]
}


Result of the stability comparison: model P is the least stable of them.


Model P:
{
  "formula": "C5H8N2O2",
  "method": "the ωB97M-V functional and the def2-TZVPD basis",
  "homo_ev": -7.8,
  "charge": 0,
  "molar_mass_g_mol": 128.1,
  "homo_lumo_gap_ev": 8.0,
  "spin_multiplicity": 1,
  "elements": ["C", "C", "C", "C", "C", "H", "H", "H", "H", "H", "H", "H", "H", "N", "N", "O", "O"],
  "coordinates": [[0.5568, 2.2120, 1.7747], [0.5386, 0.5034, 0.1902], [0.1587, -1.3676, -0.9490], [0.3540, -2.7423, -1.4191], [-0.9078, -0.6493, -0.9272], [-0.8700, 2.0745, 1.2149], [0.4672, 1.7952, 2.9553], [1.2373, 3.2809, 1.2543], [-0.5226, -2.9475, -1.8809], [0.8857, -3.3204, -0.7264], [1.1424, -2.6228, -2.1468], [-1.7531, -0.8638, -1.4515], [-2.3055, 1.4770, -0.1275], [1.3697, 1.1370, 0.9442], [-0.8893, 0.4377, -0.1025], [1.1762, -0.6048, -0.3710], [-1.9070, 0.9006, 0.7459]]
}


Model Q:
{
  "formula": "C5H8N2O2",
  "method": "the ωB97M-V functional and the def2-TZVPD basis",
  "homo_ev": -8.9,
  "charge": 0,
  "molar_mass_g_mol": 128.1,
  "smiles": "C=CN(C)C(=O)ON=C",
  "homo_lumo_gap_ev": 9.6,
  "spin_multiplicity": 1,
  "elements": ["C", "C", "N", "C", "C", "O", "O", "N", "C", "H", "H", "H", "H", "H", "H", "H", "H"],
  "coordinates": [[-0.7395, 1.2939, -0.9279], [-1.1231, 0.4157, -0.0249], [-0.4194, -0.7909, 0.0099], [-1.2300, -1.8936, -0.3500], [0.9173, -1.1471, 0.3393], [1.0045, -2.3045, 0.6700], [2.0261, -0.3803, 0.1803], [2.0893, 1.0066, 0.0464], [1.6707, 1.8674, 0.8760], [-1.2908, 2.2253, -0.9487], [0.1866, 1.0509, -1.3726], [-2.1000, 0.4410, 0.5157], [-2.2275, -1.5163, -0.4155], [-1.0546, -1.9817, -1.4361], [-1.0511, -2.9177, 0.1869], [1.9740, 2.8740, 0.6695], [1.3674, 1.7573, 1.9818]]
}


Result of the stability comparison: model P is the least stable of them.


Model P:
{
  "formula": "C6H12O",
  "method": "the ωB97M-V functional and the def2-TZVPD basis",
  "homo_ev": [-14.6, -14.8],
  "charge": 1,
  "molar_mass_g_mol": 100.2,
  "homo_lumo_gap_ev": [10.5, 6.7],
  "s2": 0.768,
  "spin_multiplicity": 2,
  "elements": ["C", "C", "C", "C", "C", "C", "H", "H", "H", "H", "H", "H", "H", "H", "H", "H", "H", "H", "O"],
  "coordinates": [[1.3533, 0.1279, 2.9283], [1.1398, 0.3882, 1.4561], [-0.0380, 0.7634, 0.9860], [-0.4300, 1.1057, -0.3826], [-1.2356, 0.3545, -1.1780], [-1.6907, 0.5932, -2.5438], [0.4924, -0.4177, 3.6030], [1.3029, 1.0996, 3.3705], [2.1063, -0.6556, 3.0012], [2.1391, 0.3561, 0.8775], [-0.9529, 0.8089, 1.5737], [0.1306, 1.8029, -0.9991], [-1.7485, -0.5390, -0.6061], [-2.6477, 0.0476, -2.7509], [-1.8504, 1.7234, -2.6385], [-0.8366, 0.2937, -3.1686], [1.3635, -3.0293, -0.8758], [0.6112, -1.9464, -1.6960], [0.6621, -2.4426, -0.9109]]
}


Model Q:
{
  "formula": "C6H12O",
  "method": "the ωB97M-V functional and the def2-TZVPD basis",
  "homo_ev": [-14.4, -14.2],
  "charge": 1,
  "molar_mass_g_mol": 100.2,
  "homo_lumo_gap_ev": [10.6, 6.4],
  "s2": 0.755,
  "spin_multiplicity": 2,
  "elements": ["C", "C", "C", "C", "C", "C", "H", "H", "H", "H", "H", "H", "H", "H", "H", "H", "H", "H", "O"],
  "coordinates": [[0.2745, -1.6269, -1.2985], [0.3525, -0.3877, -1.8417], [0.5798, -1.9401, 0.1119], [0.3536, -0.6630, 0.8311], [-0.8991, -0.2042, 1.2013], [-1.2403, 1.1344, 1.6344], [-0.3904, -2.3237, -1.8079], [-0.3286, -0.0707, -2.6085], [1.0356, 0.3265, -1.4161], [-0.1880, -2.6187, 0.4922], [1.5197, -2.3893, 0.4146], [1.1511, 0.0820, 0.7833], [-1.7194, -0.8955, 1.3139], [-0.4220, 1.7556, 1.9616], [-1.7700, 1.6035, 0.7903], [-1.9669, 1.1696, 2.4485], [1.3054, 2.8147, -0.0016], [0.6374, 2.6976, -1.3405], [0.4894, 2.4754, -0.4034]]
}


Result of the stability comparison: model P is the least stable of them.


Model P:
{
  "formula": "C4H15N2O",
  "method": "the ωB97M-V functional and the def2-TZVPD basis",
  "homo_ev": -13.2,
  "charge": 1,
  "molar_mass_g_mol": 107.2,
  "homo_lumo_gap_ev": 10.2,
  "spin_multiplicity": 1,
  "elements": ["C", "N", "C", "N", "C", "C", "H", "H", "H", "H", "H", "H", "H", "H", "H", "H", "H", "H", "H", "H", "H", "O"],
  "coordinates": [[0.5782, 0.4388, 1.0909], [0.2884, 0.6876, 2.5216], [-0.5546, -0.1709, 0.3296], [-0.6625, -1.6085, 0.9255], [-1.1744, -1.0608, -1.9941], [-0.1566, -0.2795, -1.1835], [1.4636, -0.2491, 1.0511], [0.9509, 1.3396, 0.5449], [1.1823, 0.8278, 2.9689], [-0.4569, 1.3773, 2.6032], [-1.5425, 0.3165, 0.3825], [0.1680, -2.1412, 0.6135], [-0.4140, -1.4899, 1.9332], [-1.6023, -1.9983, 0.7289], [-1.8750, -1.7458, -1.4999], [-0.8929, -1.5837, -2.8917], [-1.8602, -0.2732, -2.4998], [0.7997, -0.8127, -1.1941], [-0.1387, 0.7601, -1.5467], [2.6750, 2.4166, -0.7082], [1.4849, 3.0341, -1.3147], [1.7396, 2.2151, -0.8612]]
}


Model Q:
{
  "formula": "C4H15N2O",
  "method": "the ωB97M-V functional and the def2-TZVPD basis",
  "homo_ev": -14.4,
  "charge": 1,
  "molar_mass_g_mol": 107.2,
  "homo_lumo_gap_ev": 11.3,
  "spin_multiplicity": 1,
  "elements": ["C", "C", "N", "H", "H", "H", "H", "H", "H", "H", "C", "O", "C", "N", "H", "H", "H", "H", "H", "H", "H", "H"],
  "coordinates": [[2.1588, -1.5258, -0.0733], [1.0236, -2.3285, -0.6958], [0.2568, -1.5178, -1.6717], [1.8029, -0.5647, 0.3094], [2.6175, -2.0653, 0.7535], [2.9542, -1.3298, -0.7926], [1.4408, -3.2287, -1.1475], [0.3403, -2.6726, 0.0880], [0.8969, -0.8639, -2.1005], [-0.0987, -2.1112, -2.4046], [-1.3557, 2.2628, 1.2499], [-1.4150, 3.6346, 0.9782], [-0.8290, 1.5480, 0.0163], [-1.0007, 0.0664, 0.2463], [-2.3497, 1.8770, 1.5064], [-0.6684, 2.0612, 2.0801], [-1.5779, 4.0964, 1.8059], [-1.3928, 1.7656, -0.8876], [0.2261, 1.7683, -0.1172], [-1.9865, -0.1862, 0.3071], [-0.4984, -0.1766, 1.0961], [-0.5449, -0.5092, -0.5465]]
}


Result of the stability comparison: model P is the least stable of them.


Model P:
{
  "formula": "C4H15N2O",
  "method": "the ωB97M-V functional and the def2-TZVPD basis",
  "homo_ev": -14.1,
  "charge": 1,
  "molar_mass_g_mol": 107.2,
  "homo_lumo_gap_ev": 11.2,
  "spin_multiplicity": 1,
  "elements": ["N", "C", "C", "C", "N", "C", "H", "H", "H", "H", "H", "H", "H", "H", "H", "H", "H", "H", "H", "H", "H", "O"],
  "coordinates": [[0.6560, 0.5361, -0.8737], [0.5293, -0.6284, 0.0480], [-0.8186, -1.3087, -0.1537], [0.7226, -0.0373, 1.4690], [0.0384, 1.2890, 1.4834], [-1.4155, 1.1369, 1.9155], [-0.0103, 0.5280, -1.6448], [0.4699, 1.3521, -0.2394], [1.5880, 0.5583, -1.2822], [1.2989, -1.3694, -0.1347], [-0.9494, -2.1157, 0.5639], [-0.8175, -1.8231, -1.1184], [-1.6766, -0.6475, -0.0783], [0.3615, -0.6786, 2.2657], [1.7870, 0.1865, 1.5320], [0.4352, 1.7848, 2.2677], [-1.7834, 0.1216, 1.8652], [-1.5187, 1.5911, 2.8895], [-1.9911, 1.7375, 1.2126], [0.4579, -1.1330, -4.2964], [1.7591, -0.5361, -4.0429], [0.8773, -0.5441, -3.6481]]
}


Model Q:
{
  "formula": "C4H15N2O",
  "method": "the ωB97M-V functional and the def2-TZVPD basis",
  "homo_ev": -12.5,
  "charge": 1,
  "molar_mass_g_mol": 107.2,
  "homo_lumo_gap_ev": 4.3,
  "spin_multiplicity": 1,
  "elements": ["C", "C", "C", "C", "N", "N", "H", "H", "H", "H", "H", "H", "H", "H", "H", "H", "H", "H", "H", "H", "H", "O"],
  "coordinates": [[-2.3558, 0.7318, -1.1413], [-2.0503, 0.1529, 0.2812], [-0.9490, -0.8497, 0.3157], [0.3273, -0.2328, -0.0843], [4.3391, -0.8821, 0.0736], [-3.3241, -0.3250, 0.7967], [-1.5185, 1.2747, -1.5763], [-3.3274, 1.3941, -1.0403], [-2.8176, -0.0666, -1.7951], [-1.7145, 0.9823, 0.8573], [-1.0838, -1.5104, -0.5945], [-1.0502, -1.4309, 1.2841], [1.1268, -0.4066, 0.6683], [0.5086, -0.4260, -1.1760], [5.2045, -1.3566, 0.1446], [3.8405, -0.7038, 0.8864], [4.5102, 0.0530, -0.3959], [-3.4832, -0.2424, 1.7895], [-3.7236, -1.1223, 0.3087], [2.7278, 2.4007, 0.2987], [1.9797, 1.1112, -0.0872], [2.8335, 1.4545, 0.1864]]
}


Result of the stability comparison: model Q is the least stable of them.